Below is C2H3NO2 in the gas phase, with properties calculated with ωB97M-V with the def2-TZVPD basis set.

Last column: Löwdin charge in e.
Element x y z (Å)
N 0.958 -0.094 1.056  0.1699
C -0.072 -0.088 0.170  -0.4291
O -1.219 -0.206 0.591  0.0575
C -0.547 0.170 -1.284  -0.2116
O -0.799 1.265 -1.712  0.0595
H 0.624 -0.121 2.016  0.1177
H 1.954 -0.159 0.917  0.1064
H -0.900 -0.767 -1.754  0.1297

Highest occupied orbital energy   -9.737 eV
Relative energy (zero: lowest compared OMol25 entry of this formula, charge and spin)   31.5 kcal per mole
SMILES   NC(=O)C=O
HOMO-LUMO gap   10.4 eV

Below is a 14-piece molecular cluster, C16H60N8O14 overall, with properties calculated with ωB97M-V with the def2-TZVPD basis set.

Last column: Löwdin charge in e.
Element x y z (Å)
C -1.349 3.543 -1.524  -0.0862
C -2.252 2.444 -2.124  -0.2597
O -3.004 1.887 -1.037  -0.1161
H -0.721 4.106 -2.162  0.0465
H -0.536 2.952 -0.999  0.0642
H -1.789 4.195 -0.766  0.0718
H -1.699 1.708 -2.716  0.0858
H -3.011 2.973 -2.764  0.1272
H -2.429 1.269 -0.540  0.0428
C 3.450 2.045 0.037  -0.0917
C 2.775 3.334 0.449  -0.2928
O 2.516 3.916 -0.801  -0.1089
H 4.430 2.200 -0.478  0.0974
H 2.923 1.498 -0.733  0.0375
H 3.563 1.397 0.959  0.0862
H 3.542 3.891 0.954  0.1124
H 1.732 3.182 0.965  0.1483
H 2.531 4.830 -0.573  0.0881
C -1.765 -4.458 0.012  -0.6135
O -1.898 -5.293 -1.085  -0.1334
N -0.676 -3.791 0.379  0.1744
N -2.759 -4.212 0.788  0.1524
H 0.071 -3.516 -0.287  0.0734
H -0.742 -3.170 1.202  0.0485
H -3.660 -4.598 0.642  0.1169
H -2.714 -3.681 1.647  0.0456
C -4.631 0.679 4.955  -0.5591
O -5.672 1.365 5.570  -0.1447
N -4.174 0.758 3.664  0.1286
N -3.860 -0.146 5.678  0.1120
H -4.775 1.372 3.112  0.1106
H -3.489 0.134 3.158  0.0689
H -4.063 -0.275 6.680  0.1174
H -3.056 -0.712 5.381  0.0940
C -1.333 -1.864 2.881  -0.5915
O -1.889 -0.610 2.751  -0.1124
N -2.042 -2.912 3.147  0.1185
N -0.079 -2.144 2.701  0.1616
H -3.073 -2.812 3.389  0.1747
H -1.721 -3.933 3.210  0.1780
H 0.621 -1.350 2.690  0.0913
H 0.326 -3.072 2.873  0.1403
C 2.571 2.107 -3.951  -0.6859
O 2.769 1.392 -5.112  -0.1009
N 3.473 2.840 -3.362  0.1645
N 1.533 2.092 -3.243  0.1704
H 4.285 2.915 -3.972  0.1268
H 3.419 3.261 -2.398  0.1016
H 0.734 1.620 -3.653  0.0865
H 1.442 2.580 -2.349  0.1077
C 1.552 1.040 3.504  -0.1060
O 1.669 -0.086 2.694  -0.1452
H 1.725 0.814 4.501  0.0619
H 0.499 1.391 3.417  0.0916
H 2.171 1.865 3.184  0.0777
H 2.593 -0.232 2.515  0.0398
C -3.234 -1.439 -1.728  -0.1393
O -4.289 -0.486 -1.521  -0.1101
H -3.215 -1.898 -2.672  0.0534
H -3.488 -2.245 -0.984  0.0876
H -2.287 -1.225 -1.424  0.0249
H -3.975 0.411 -1.683  0.0274
C 3.309 -2.047 0.968  -0.1828
O 4.013 -1.248 1.804  -0.0966
H 2.629 -2.765 1.448  0.0971
H 3.990 -2.467 0.200  0.0976
H 2.758 -1.419 0.333  0.0441
H 4.462 -1.759 2.471  0.1026
C -0.870 -1.006 -4.173  -0.1276
O -0.390 0.265 -3.870  -0.1478
H -1.925 -0.838 -4.100  0.0687
H -0.415 -1.950 -3.659  0.1299
H -0.659 -1.268 -5.188  0.0729
H -0.938 0.808 -4.408  0.0735
C -1.918 3.106 2.190  -0.1639
O -0.861 3.553 2.977  -0.1353
H -2.730 3.689 2.489  0.0629
H -2.090 2.022 2.397  0.0658
H -1.736 3.157 1.060  0.0698
H -0.587 4.453 2.679  0.0988
C 3.783 -0.784 -2.776  -0.1797
O 2.491 -0.543 -2.521  -0.1362
H 3.916 -1.083 -3.817  0.0988
H 3.956 -1.715 -2.209  0.0790
H 4.475 -0.033 -2.442  0.0830
H 2.283 0.330 -2.883  0.0424
C 1.780 -3.883 -2.032  -0.1643
O 1.179 -2.765 -1.468  -0.2145
H 2.803 -4.101 -1.711  0.0793
H 1.836 -3.567 -3.059  0.0734
H 1.092 -4.742 -2.133  0.0976
H 1.541 -1.897 -1.909  0.0847
C 0.146 0.074 -0.217  -0.1154
O -1.100 0.511 0.267  -0.1401
H 0.562 -0.715 0.433  0.0677
H 0.826 0.892 -0.149  0.0538
H 0.171 -0.318 -1.217  0.0594
H -1.345 0.209 1.181  0.0617

Highest occupied orbital energy   -8.965 eV
Relative energy (zero: lowest compared OMol25 entry of this formula, charge and spin)   256.3 kcal per mole
HOMO-LUMO gap   8.6 eV

Below is a 3-piece molecular cluster, C23H45BO8 overall, with properties calculated with ωB97M-V with the def2-TZVPD basis set.

Last column: Löwdin charge in e.
Element x y z (Å)
C 1.794 1.104 -3.624  -0.0378
C 2.945 0.232 -3.266  -0.1251
C 3.513 -0.043 -1.738  -0.1053
C 2.433 -0.878 -0.783  -0.2777
C 3.309 -2.209 -0.402  -0.1764
C 2.510 -3.356 0.452  -0.1117
O 1.306 -1.488 -1.564  -0.0410
C 0.007 -1.457 -0.835  -0.2068
O -1.217 -1.816 -1.246  0.0261
O 0.441 -0.850 0.468  -0.0581
C 1.694 -0.025 0.452  -0.1744
C 2.652 -0.038 1.781  -0.1057
C 2.043 0.715 3.100  -0.1683
C 3.369 1.196 4.000  -0.1479
C 3.983 2.604 3.338  -0.2039
O 5.073 3.191 4.132  -0.1481
C 5.450 4.540 3.626  -0.1166
O 5.958 4.756 2.383  -0.0619
B 1.148 1.469 -0.083  -0.2763
O 2.087 2.597 -0.423  -0.0157
C -0.467 1.849 -0.234  -0.1555
C -1.307 1.759 1.172  -0.1207
H 1.757 2.266 -3.359  0.0813
H 0.830 0.681 -4.174  0.0797
H 3.508 -0.291 -4.179  0.1107
H 3.932 0.930 -1.207  0.1292
H 4.470 -0.743 -1.883  0.1146
H 3.770 -2.737 -1.347  0.1340
H 4.228 -1.861 0.271  0.1273
H 2.066 -3.003 1.475  0.0750
H 3.238 -4.268 0.602  0.0877
H 1.586 -3.784 -0.170  0.0926
H 2.964 -1.132 2.143  0.1285
H 3.688 0.485 1.504  0.1351
H 1.390 -0.065 3.708  0.1346
H 1.441 1.694 2.894  0.0984
H 4.185 0.348 3.990  0.1263
H 3.005 1.490 5.082  0.1221
H 3.141 3.436 3.247  0.1372
H 4.362 2.429 2.223  0.1334
H 5.383 5.520 4.303  0.1687
H 1.990 3.294 0.309  0.1227
H -0.598 2.961 -0.648  0.1171
H -0.929 1.159 -1.092  0.1235
H -2.319 2.363 1.134  0.0783
H -0.643 2.017 2.115  0.0703
H -1.629 0.617 1.294  0.0919
C -1.729 -7.203 -2.313  -0.0845
C -0.677 -6.296 -1.701  -0.2814
O 0.471 -6.122 -2.528  -0.1699
C 0.254 -5.517 -3.799  -0.2760
C -0.292 -4.102 -3.707  -0.0757
H -1.284 -8.152 -2.631  0.0822
H -2.525 -7.408 -1.591  0.0765
H -2.187 -6.746 -3.195  0.0663
H -0.322 -6.750 -0.770  0.1168
H -1.102 -5.324 -1.430  0.1048
H -0.388 -6.150 -4.419  0.1041
H 1.229 -5.482 -4.296  0.1168
H -1.310 -4.093 -3.306  0.0687
H -0.319 -3.637 -4.697  0.0805
H 0.327 -3.490 -3.044  0.0628
C -6.367 5.780 1.262  -0.0848
C -5.733 4.869 0.226  -0.2787
O -5.028 3.769 0.794  -0.1759
C -5.796 2.854 1.571  -0.2797
C -6.887 2.158 0.777  -0.0829
H -5.629 6.087 2.010  0.0825
H -6.783 6.672 0.784  0.0771
H -7.179 5.276 1.793  0.0658
H -4.999 5.447 -0.345  0.1182
H -6.477 4.513 -0.496  0.1064
H -6.205 3.353 2.455  0.1059
H -5.095 2.096 1.938  0.1139
H -7.667 2.861 0.469  0.0658
H -7.360 1.376 1.379  0.0777
H -6.478 1.706 -0.133  0.0847

Highest occupied orbital energy   -8.081 eV
SMILES   C=CC[C@]1(CC)OC(=O)O[C@]1(CCCCOC=O)B(O)CC.CCOCC.CCOCC
HOMO-LUMO gap   8.0 eV

Below is a 2-piece molecular cluster, C5H13PS overall, with properties calculated with ωB97M-V with the def2-TZVPD basis set.

Last column: Löwdin charge in e.
Element x y z (Å)
C 2.966 -1.163 0.756  -0.1106
C -1.929 1.499 -0.574  -0.3460
C -2.322 -0.090 1.840  -0.2680
C 1.438 -1.059 0.930  -0.3310
C 0.820 -0.640 -0.373  -0.0581
P -1.799 -0.242 -0.012  0.4072
S -3.184 -1.313 -1.045  0.0217
H 3.405 -1.462 -0.197  0.0818
H 3.333 -0.199 0.985  0.0541
H 3.465 -1.844 1.401  0.0576
H -1.316 2.072 0.183  0.0455
H -1.496 1.574 -1.580  0.0390
H -2.887 1.948 -0.384  0.0299
H -3.389 -0.331 1.946  0.0321
H -1.752 -0.759 2.467  0.0149
H -2.311 0.901 2.266  0.0214
H 1.010 -0.442 1.756  0.1104
H 1.188 -2.087 1.138  0.0894
H 1.145 0.324 -0.697  0.0436
H 0.745 -1.372 -1.188  0.0649

Highest occupied orbital energy (spin up / spin down)   -7.769 / -7.769 eV
Relative energy (zero: lowest compared OMol25 entry of this formula, charge and spin)   73.0 kcal per mole
HOMO-LUMO gap (spin up / spin down)   7.2 / 7.2 eV

Below is a 3-piece molecular cluster, C17H20FN3O8 overall, with properties calculated with ωB97M-V with the def2-TZVPD basis set.

Last column: Löwdin charge in e.
Element x y z (Å)
C -2.069 -4.368 -1.734  0.0148
C -3.331 -4.307 -2.203  -0.1587
C -4.467 -3.591 -1.533  -0.1269
C -4.378 -2.043 -1.750  -0.3483
C -4.315 -1.774 -3.196  -0.1693
N -4.265 -1.349 -4.262  0.2183
C -3.171 -1.455 -1.015  -0.0965
C -2.942 -0.045 -1.329  -0.1989
N -2.756 1.079 -1.451  0.1863
C -5.674 -1.451 -1.153  -0.3693
O -5.668 -0.808 -0.152  0.1856
N -6.897 -1.736 -1.848  0.1915
C -7.796 -2.560 -1.145  -0.5113
O -8.494 -2.242 -0.253  0.2074
F -7.813 -3.818 -1.628  0.1109
H -1.219 -4.215 -2.395  0.0692
H -1.814 -4.622 -0.707  0.0759
H -3.582 -4.838 -3.120  0.1116
H -5.401 -3.915 -1.990  0.1026
H -4.562 -3.790 -0.460  0.1462
H -3.311 -1.560 0.059  0.1463
H -2.268 -1.993 -1.301  0.1139
H -6.716 -2.165 -2.753  0.1317
C 1.968 3.120 1.688  -0.0165
C 1.253 1.892 1.193  -0.3223
C -0.227 2.060 0.951  -0.0978
O -0.710 0.721 1.128  0.0411
C 0.136 0.096 1.982  -0.5696
O -0.076 -0.963 2.482  0.1530
O 1.248 0.840 2.183  0.0846
H 3.024 2.904 1.849  0.0729
H 1.889 3.930 0.963  0.0961
H 1.556 3.454 2.642  0.0911
H 1.751 1.502 0.300  0.1609
H -0.461 2.420 -0.047  0.1300
H -0.709 2.702 1.693  0.1409
C 7.326 2.527 3.084  -0.0224
C 7.033 2.092 1.672  -0.3314
C 7.963 2.655 0.622  -0.0935
O 7.132 2.641 -0.546  0.0659
C 5.847 2.756 -0.133  -0.5624
O 4.921 2.960 -0.847  0.1649
O 5.767 2.605 1.214  0.0702
H 6.603 2.095 3.776  0.0882
H 8.324 2.206 3.381  0.0917
H 7.257 3.612 3.176  0.0917
H 6.989 1.001 1.612  0.1600
H 8.854 2.053 0.464  0.1392
H 8.251 3.688 0.830  0.1403

Highest occupied orbital energy   -9.709 eV
SMILES   C=CC[C@](C#N)(CC#N)C(=O)NC(=O)F.C[C@@H]1COC(=O)O1.C[C@@H]1COC(=O)O1
HOMO-LUMO gap   9.7 eV